Below is a molecular structure, C23H47GeIrN6O5, with properties calculated with ωB97M-V with the def2-TZVPD basis set.

Each line ends with the Mulliken charge.
Geometry (Å):
Ir -0.0101 0.5458 0.5573  2.658
C 3.5643 -0.5745 2.8542  -1.684
C 2.7969 -0.7796 1.5618  0.771
C 3.6042 -0.3812 0.3455  -1.237
C 2.2437 -2.1850 1.4676  -1.405
O 1.5940 0.1349 1.6813  -0.070
Ge 1.7166 1.8903 2.3552  0.156
O 1.9937 2.6050 0.7787  0.014
C 2.6520 3.9184 0.5237  1.170
C 3.6445 4.1680 1.6482  -1.607
C 1.5648 4.9726 0.4837  -1.392
C 3.3542 3.7605 -0.8117  -1.443
O -0.1429 1.7555 2.2070  -0.549
C -0.9148 1.5264 3.5036  1.412
C -0.3253 2.5370 4.4746  -1.696
C -0.7036 0.1039 3.9801  -1.156
C -2.3694 1.8109 3.2140  -1.712
H 4.4630 -1.1919 2.8511  0.502
H 2.9760 -0.8415 3.7331  0.359
H 3.9129 0.4622 2.9528  0.499
H 4.4642 -1.0449 0.2547  0.541
H 3.9829 0.6376 0.4304  0.169
H 3.0221 -0.4554 -0.5736  0.162
H 3.0714 -2.8899 1.3940  0.603
H 1.6361 -2.2989 0.5681  0.097
H 1.6599 -2.4467 2.3529  0.360
H 3.1365 4.1559 2.6242  0.425
H 4.0983 5.1537 1.5518  0.517
H 4.4470 3.4274 1.6454  0.382
H 1.0474 5.0513 1.4433  0.310
H 0.8308 4.7467 -0.2916  0.242
H 2.0025 5.9458 0.2637  0.500
H 4.0453 2.9184 -0.7980  0.343
H 3.9244 4.6646 -1.0242  0.445
H 2.6368 3.6211 -1.6215  0.313
H 0.6516 2.2151 4.8577  0.389
H -0.9679 2.6436 5.3490  0.543
H -0.2372 3.5253 4.0179  0.375
H 0.3529 -0.1566 4.0667  0.059
H -1.1902 -0.6207 3.3229  0.156
H -1.1470 -0.0087 4.9696  0.581
H -2.5119 2.8095 2.8016  0.421
H -2.9365 1.7483 4.1426  0.543
H -2.7931 1.0638 2.5384  0.290
N -1.4955 -1.3938 0.6561  -0.534
C -1.5612 -2.1435 -0.5560  -0.161
C -1.2328 -3.6206 -0.3875  -0.897
C -1.0412 -4.5826 -1.5637  -0.953
C -2.2673 -4.8016 -2.4776  -0.940
N -1.9457 -4.8678 -3.8978  -0.143
C -1.9749 -5.9630 -4.6794  0.844
N -1.6912 -5.8345 -5.9709  -0.365
N -2.2830 -7.1626 -4.2050  -0.311
C -0.3529 -1.4275 -1.6489  0.380
O -0.5523 -1.8614 -2.7375  -0.375
O 0.4513 -0.6610 -1.0862  -0.745
H -1.0281 -1.9026 1.4036  0.306
H -2.4107 -1.0800 0.9684  0.279
H -2.4839 -1.9231 -1.0894  0.761
H -2.0755 -3.9743 0.2252  0.479
H -0.3513 -3.6969 0.2566  0.401
H -0.7932 -5.5287 -1.0792  0.474
H -0.1648 -4.3268 -2.1592  0.560
H -3.0297 -4.0331 -2.3326  0.317
H -2.7616 -5.7308 -2.2076  0.404
H -1.5938 -4.0290 -4.3342  0.196
H -1.5536 -4.9338 -6.3983  0.190
H -1.6969 -6.6309 -6.5892  0.214
H -2.4437 -7.3431 -3.2310  0.150
H -2.3403 -7.9591 -4.8212  0.226
N -3.1658 4.2815 -3.1092  -0.354
C -2.5242 3.4359 -2.3321  1.030
C -3.0369 3.0558 -1.0565  -0.807
C -2.3375 2.1954 -0.2797  -0.397
N -1.1531 1.6204 -0.6658  0.343
C -0.6520 1.9873 -1.8918  -0.319
C -1.2786 2.8574 -2.7182  -0.813
H -4.0415 4.7014 -2.8286  0.243
H -2.7916 4.5734 -4.0017  0.246
H -3.9702 3.4639 -0.6923  0.433
H -2.6973 1.9255 0.6994  0.280
H 0.3005 1.5542 -2.1663  0.569
H -0.8192 3.1164 -3.6627  0.433

As for the LUMO energy (spin up / spin down): -10.75 / -14.55 eV. As for the energy relative to the best compared isomer or geometry (same formula, charge and spin): 0.570 eV. Its total charge is +4. The calculation puts the electronic energy at -3789.168354 hartree. The molar mass comes out at 752.493 g/mol. The spin multiplicity is 5. The gap between HOMO and LUMO (spin up / spin down) comes out at 8.783 / 4.883 eV.

Below is C4H7NO in the gas phase, with properties calculated with ωB97M-V with the def2-TZVPD basis set.

Each line ends with the Mulliken charge.
Geometry (Å):
C -1.0425 -0.4674 1.1413  -1.229
C -0.3164 -0.5549 -0.2087  0.357
N -0.8231 0.4781 -1.1251  -0.395
C 1.1499 -0.2173 -0.1829  -0.517
C 1.3031 1.0897 -0.3699  -0.221
O 0.1990 1.7117 -0.8517  -0.326
H -1.0452 0.5708 1.4891  0.273
H -0.5504 -1.0868 1.8980  0.335
H -2.0858 -0.8006 1.0576  0.300
H -0.4185 -1.5708 -0.6176  0.331
H -0.5083 0.1387 -2.0478  0.314
H 1.9439 -0.9347 -0.1159  0.386
H 2.1942 1.6437 -0.0663  0.392

As for the LUMO energy: 1.03 eV. As for the energy relative to the best compared isomer or geometry (same formula, charge and spin): 3.530 eV. Its total charge is 0. The calculation puts the electronic energy at -286.501914 hartree. The molar mass comes out at 85.106 g/mol. Its SMILES is C[C@@H]1C=CON1. The spin multiplicity is 1. The gap between HOMO and LUMO comes out at 9.738 eV.

Below is a gas-phase ion, C4H11N2S (charge -1), with properties calculated with ωB97M-V with the def2-TZVPD basis set.

Each line ends with the Mulliken charge.
Geometry (Å):
C 0.1870 -0.2725 0.1765  -0.314
N -0.8243 -0.0553 -0.8122  -0.111
C -0.5567 -0.3313 -2.1166  -0.634
N -0.4301 -1.7927 -2.4973  -0.722
C -0.0367 0.6335 1.3252  -0.588
C 1.0540 1.0877 2.3416  -0.795
S 0.6221 2.6451 3.1987  -0.681
H 0.2107 -1.3028 0.5230  0.055
H 1.2282 -0.0524 -0.2734  0.305
H -1.5977 0.4582 -0.4095  0.267
H 0.3401 0.1423 -2.5572  0.365
H -1.3468 0.1200 -2.7303  0.391
H -1.2575 -2.3549 -2.0671  0.280
H 0.3554 -2.1903 -1.9375  0.276
H -0.9647 0.1866 1.8916  0.172
H -0.2572 1.6334 0.9520  0.296
H 1.2429 0.2687 3.1443  0.207
H 2.0313 1.1766 1.8482  0.230

As for the LUMO energy: 3.57 eV. As for the energy relative to the best compared isomer or geometry (same formula, charge and spin): 1.573 eV. Its total charge is -1. The calculation puts the electronic energy at -666.688768 hartree. The molar mass comes out at 119.213 g/mol. Its SMILES is NCNCCC[S-]. The spin multiplicity is 1. The gap between HOMO and LUMO comes out at 5.930 eV.